1.
8
Properties=species:S:1:pos:R:3 method="wB97M-V/def2-TZVPD" smiles="[H]/N=C(/C#N)C=O" de_lowest_ev=0.713
O -2.0144 0.3331 -0.0130
N 2.7222 0.3635 -0.0097
N 0.0085 -1.5513 -0.0878
C 1.6172 0.1266 -0.0404
C 0.2137 -0.2959 0.0135
C -0.8967 0.7333 -0.0415
H -0.6241 1.7821 0.0263
H -1.0264 -1.4913 0.1526



2.
31
Properties=species:S:1:pos:R:3 method="wB97M-V/def2-TZVPD" smiles=C[C@@H](N)CNCCS.O.O.O de_lowest_ev=0.329
S -3.0305 -1.4111 0.6115
O -1.1644 2.7827 1.4129
O 0.0865 -1.0234 -2.5849
O -0.3517 1.9643 -2.7079
N 0.9416 -1.2301 1.3817
N 0.8771 1.3097 -0.2409
C -0.2761 -1.7029 0.6749
C 2.0607 0.7333 0.4443
C -1.4690 -1.1649 1.4911
C 3.2768 1.2532 -0.3164
C 2.0680 -0.7946 0.5075
H 1.9392 1.0792 1.4610
H 0.0423 0.7916 0.0091
H 2.0273 -1.2459 -0.4726
H -0.2821 2.4072 1.5532
H 4.0779 1.6794 0.2944
H -0.3284 2.8204 -2.2693
H -0.2907 -1.4072 -0.3719
H 0.9075 -0.5895 -2.8428
H -1.2629 -0.1237 1.7232
H -2.7061 -2.4585 -0.1594
H 0.0738 -1.7763 -3.1850
H 2.9318 -1.1154 1.0918
H 0.8633 1.1832 -1.2487
H -1.6288 2.0082 1.0655
H 3.7254 0.4392 -0.8942
H -1.2818 1.8176 -2.9205
H -0.3277 -2.7926 0.6695
H 1.2457 -1.9945 1.9425
H 3.0665 2.0546 -1.0254
H -1.4299 -1.7027 2.4384



3.
72
Properties=species:S:1:pos:R:3 method="wB97M-V/def2-TZVPD" de_lowest_ev=0.907
Te 0.7732 -0.7761 -2.8488
Pd -0.2866 -0.8742 -0.5623
Se 1.8049 -4.8091 0.1108
As 0.3703 1.3272 -0.0603
S -0.5166 1.4878 -5.0434
Si -2.2427 -0.9844 2.1287
N 0.3482 -5.8180 -0.1758
N -1.1926 -2.6732 -0.9469
N 1.5850 -1.0742 1.1850
N 0.9401 -3.2869 -0.3290
N -0.6610 -1.0037 1.4651
C 2.0143 -2.0301 3.7320
C 0.0800 2.0434 1.7228
C -2.3989 0.0576 3.7266
C -0.5226 2.8009 -1.0062
C 3.0004 5.5331 -2.0503
C 2.5607 3.0534 -0.8610
C 3.0670 -1.9198 2.8314
C -2.7278 1.6378 -3.7515
C 2.8884 4.1586 -0.0823
C -1.9577 -5.3751 -0.8889
C 3.8613 -1.3546 0.5024
C 2.3042 1.7160 -0.2598
C 0.5292 -1.2742 2.0084
C -2.8408 -4.3637 -1.2558
C -1.9276 0.7148 -3.0523
C -0.6970 0.5169 -3.6183
C -2.9428 -2.7415 2.3789
C -2.0991 2.1360 -4.8482
C 2.7993 -1.4497 1.5521
C 3.1073 5.3906 -0.6779
C 0.7333 -1.7399 3.3230
C 2.6714 4.4374 -2.8319
C -2.4458 -3.0424 -1.2740
C -0.3133 -3.6203 -0.6143
C -0.6476 -5.0228 -0.5542
C 2.4541 3.2087 -2.2406
C -3.2160 -0.0744 0.7582
H -0.1175 -1.9068 3.9613
H -0.2220 3.7574 -0.5754
H -4.0268 -2.7290 2.3117
H -3.8565 -4.6092 -1.5252
H -2.2343 0.1888 -2.1493
H 4.3974 -0.4071 0.5570
H -2.5682 -3.4245 1.6207
H 2.1877 -2.3674 4.7433
H -3.3572 0.9802 0.9885
H 2.5961 4.5337 -3.9039
H -2.4733 2.8490 -5.5544
H -0.9909 2.0879 1.9292
H 2.7237 0.9248 -0.8912
H 4.5797 -2.1609 0.6275
H -0.3000 2.8065 -2.0720
H 3.3693 6.2420 -0.0688
H 0.5527 1.4144 2.4760
H -3.3522 -0.1498 4.2000
H -2.3721 1.1227 3.5172
H -3.7254 1.9139 -3.4601
H 3.1752 6.4918 -2.5153
H 2.7329 1.6363 0.7448
H 2.9893 4.0525 0.9915
H -1.6003 2.6747 -0.8715
H -2.2707 -6.4053 -0.8717
H -2.6441 -0.1493 -0.1777
H -4.1926 -0.5117 0.5955
H -3.1241 -2.2550 -1.5832
H 2.2040 2.3410 -2.8455
H 0.4977 3.0542 1.7707
H -2.6749 -3.1399 3.3523
H -1.6209 -0.1433 4.4558
H 3.3869 -1.4388 -0.4767
H 4.0755 -2.1857 3.1074



4.
17
Properties=species:S:1:pos:R:3 method="wB97M-V/def2-TZVPD" smiles="C#CCN(P(=O)(O)O)S(=O)(=O)F"
S -1.9537 0.2877 -0.0116
P 0.8497 0.9880 0.0300
F -1.9212 1.7298 0.5282
O -2.9439 0.2283 -1.0238
O 2.0878 0.7644 -0.7040
O -2.0540 -0.6190 1.0720
O 0.4323 2.5305 0.0070
O 0.9139 0.5976 1.5657
N -0.4563 0.2095 -0.7557
C 1.4372 -2.3832 0.5355
C -0.1729 -1.1954 -1.1829
C 0.6105 -1.9707 -0.2201
H 2.1657 -2.6562 1.2582
H 1.2318 3.0393 0.1941
H 0.5363 1.2770 2.1377
H -1.1290 -1.6967 -1.3093
H 0.3657 -1.1306 -2.1208



5.
21
Properties=species:S:1:pos:R:3 method="wB97M-V/def2-TZVPD" de_lowest_ev=4.293
N -1.1610 -1.5534 -0.2436
N -1.3236 0.4192 1.8291
N -0.5986 -0.3158 -0.2927
C -1.6586 1.8371 -0.1220
C 0.7485 -0.3361 -0.4164
C 1.5452 0.9035 -0.1274
C 1.3414 -1.2624 -1.4447
C -1.2170 0.7362 0.4857
H -1.6006 1.9208 -1.1952
H -1.5781 1.1705 2.4493
H 1.1584 1.4724 0.7151
H 2.5754 0.6147 0.0833
H 2.2910 -1.6578 -1.0844
H 0.6979 -1.6623 0.9414
H -2.1390 2.6317 0.4316
H 0.6861 -2.0972 -1.6752
H -2.1024 -1.4489 0.1317
H -0.6152 -0.2029 2.1920
H 1.5650 1.5702 -0.9964
H 1.5320 -0.7093 -2.3724
H -0.1466 -2.0301 0.7110



6.
75
Properties=species:S:1:pos:R:3 method="wB97M-V/def2-TZVPD" total_charge=+1 de_lowest_ev=0.000
La 0.3866 -0.2450 0.2936
Se 1.5370 -2.4419 2.5809
S 2.5600 -1.6934 -2.5519
P -1.7765 -2.7150 -0.2634
O 2.0051 1.4681 1.5316
O -0.7117 1.2167 -1.8136
O 2.5996 1.3798 -0.5619
O -0.3048 1.3828 2.6319
O -2.0671 1.3808 -0.0810
O 1.4870 -1.5001 -1.4701
N -0.2673 -0.9945 4.3643
N 0.1418 3.2032 0.4693
N 1.8081 -0.5416 4.7088
C -0.2165 -0.1287 5.4265
C -1.0673 2.5946 2.5511
C -1.1024 -4.1865 -1.1369
C 4.6542 1.6546 -3.2898
C 0.9757 -1.2347 3.9124
C 2.1835 2.0544 0.3712
C 2.9847 -0.0584 -3.0973
C 1.5520 3.4063 0.1678
C -0.7538 3.3149 -0.6567
C 1.0794 0.1464 5.6571
C -1.2831 1.8985 -0.8893
C 2.3346 2.1319 -3.7753
C 4.3096 0.3493 -2.9709
C -3.5279 -1.3374 -3.7279
C 1.7785 -2.3256 -4.0703
C -4.6536 -0.6537 -3.2633
C 1.9873 0.8181 -3.5013
C -4.9907 -0.7378 -1.9237
C -2.8386 -3.5190 1.0116
C 3.2350 -0.5146 4.5520
C -1.5293 -1.3462 3.6951
C -4.1866 -1.4502 -1.0509
C 3.6581 2.5364 -3.7034
C -0.3204 3.6901 1.7772
C -2.6987 -2.0082 -2.8366
C -2.9919 -2.0412 -1.4741
H 0.6347 1.6106 2.3871
H 1.7132 3.6894 -0.8701
H -3.4304 -4.2560 0.5031
H 3.5237 -0.0715 3.5980
H -1.1170 0.2356 5.9167
H -2.0110 2.3427 2.0884
H 1.5954 2.8403 -4.0928
H 5.0317 -0.3566 -2.6016
H 2.5363 -2.2248 -4.8834
H -2.1655 -4.0673 1.6841
H 3.6579 -1.5183 4.5983
H 5.7027 1.9406 -3.2663
H 3.9183 3.5615 -4.0054
H 1.9909 4.1530 0.8461
H -1.8746 -0.4841 3.0954
H -1.9251 -4.7375 -1.5756
H -5.8722 -0.2535 -1.5304
H -1.7945 -2.5004 -3.1930
H 3.6526 0.0951 5.3599
H -5.2714 -0.1037 -3.9639
H -1.2275 2.9548 3.5866
H 0.8830 -1.7405 -4.2704
H -2.2561 -1.5617 4.4833
H -0.5663 -4.8194 -0.4392
H -1.0165 4.5430 1.6579
H -1.6033 3.9563 -0.3758
H 1.5378 0.7886 6.3957
H 0.9582 0.5256 -3.5355
H -4.4663 -1.5279 0.0018
H -1.3529 -2.1995 3.0438
H -0.4317 -3.9349 -1.9363
H 0.5656 4.0202 2.3412
H -3.4434 -2.8400 1.6069
H 1.5333 -3.3795 -3.8996
H -0.2785 3.6857 -1.5618
H -3.3006 -1.3193 -4.7862



7.
37
Properties=species:S:1:pos:R:3 method="wB97M-V/def2-TZVPD" smiles="CC[C@@H](F)[SiH2]/C(Br)=C(/C)Br.COCCOC"
Br -0.3796 0.0001 3.1771
Br -2.2838 -3.8624 1.6696
Si -0.9081 -1.0911 0.2718
F -3.6427 -1.1603 0.0495
O 3.7212 3.8319 -0.4076
O 1.9687 1.4965 -0.7152
C 3.8996 3.8633 -1.8094
C -2.5943 -2.4003 -1.7306
C -1.1185 -1.3960 2.1111
C -3.9498 -2.4736 -2.4301
C -2.5008 -1.2140 -0.7818
C 1.9360 2.3857 0.3885
C -1.6539 -2.4268 2.7430
C 2.3648 3.7824 -0.0033
C -1.8370 -2.6469 4.2094
C 3.0914 0.6383 -0.7292
H -4.7439 -2.7241 -1.7246
H -1.7870 -3.7064 4.4557
H 4.9695 3.7921 -1.9969
H 2.2471 4.4447 0.8593
H -1.0804 -2.1006 4.7763
H 4.0274 1.1957 -0.6374
H -4.2108 -1.5127 -2.8859
H -2.3962 -3.3348 -1.1987
H -3.9422 -3.2317 -3.2173
H 3.3901 3.0305 -2.3010
H 3.0371 -0.0962 0.0824
H 1.7159 4.1516 -0.8054
H 0.9082 2.4177 0.7632
H -2.8208 -2.2735 4.5131
H 3.5290 4.8030 -2.2339
H 2.5777 2.0165 1.1959
H 3.0791 0.1106 -1.6815
H -0.4018 0.2876 0.1525
H 0.1050 -2.0229 -0.2770
H -1.7901 -2.2795 -2.4666
H -2.5259 -0.2941 -1.3850



Max |F| values (in hartree/bohr) by entry order: 0.0572; 0.0409; 0.0568; 0.0396; 0.0175; 0.0397; 0.0060.
DFT total energy values (in Eh) by entry order: -300.2052; -935.8821; -7043.8536; -1387.7023; -362.4245; -4800.5717; -6081.4175.
Orbital gap values (in eV) by entry order: 10.043; 9.263; 4.771; 10.725; 9.023; 8.764; 9.782.